12
Properties=species:S:1:pos:R:3:forces:R:3 method="wB97M-V/def2-TZVPD" charge=0 e_homo_ev=-9.19 de_lowest_ev=5.4985 e_tot_ha=-505.970491
O -0.932 1.758 -1.136 -0.07 1.28 -0.75
O 2.092 1.805 -2.157 1.17 -2.26 -0.32
O 4.582 -0.910 -0.463 0.61 -0.30 -0.36
N -0.357 -0.979 1.099 -2.96 -1.01 1.13
N 2.921 0.737 -0.477 -0.51 0.12 -0.10
N -0.461 -0.265 -0.074 0.59 -0.88 0.13
C 3.788 -0.080 -0.595 -0.13 -0.48 0.58
C 2.293 1.865 -0.858 -0.32 1.56 -0.31
C -0.663 0.812 -0.526 -0.55 -0.02 0.21
H -1.327 -0.976 1.588 2.16 -0.02 -1.14
H 0.279 -0.568 1.740 0.76 0.69 0.38
H 1.897 2.564 -2.685 -0.76 1.32 0.55